Entry from the Open Molecules 2025 dataset: a 2-piece molecular cluster, CH9N5 overall (ωB97M-V/def2-TZVPD).

Output
Largest force on an atom   5.6 eV/Å
Energy above the lowest of the compared OMol25 structures with the same formula, charge and spin   175.9 kcal/mol
HOMO-LUMO gap   7.96 eV
Charge   +2
LUMO energy   -10.3873 eV

Positions of all 15 atoms, in Å:
C: -0.98 1.12 -0.19
N: -1.66 -0.02 0.45
N: -0.22 -0.05 0.13
N: 3.52 -0.33 -0.05
N: -2.71 -0.71 -0.08
N: 2.30 -0.18 -0.05
H: -1.35 1.39 -1.21
H: -1.09 2.01 0.40
H: -1.60 0.12 1.51
H: 0.08 -0.67 -0.64
H: 3.77 -0.81 -0.98
H: 4.18 -0.15 0.74
H: -3.19 -1.38 0.40
H: -2.83 -0.61 -1.15
H: 1.78 0.24 0.72